Arrangement A

The following is a DFT calculation (wB97M-V/def2-TZVPD) of an isolated molecule of C6H10O2.

Summary:
* orbital gap (alpha / beta): 0.275 / 0.275 hartree
* highest occupied orbital energy (alpha / beta): -8.28 / -8.28 eV

```
! wB97M-V def2-TZVPD RIJCOSX def2/J DEFGRID3
* xyz 0 1
C 0.498 -0.372 -1.565
C -0.945 -1.151 0.907
C -1.237 1.278 0.141
C 1.774 -0.080 -0.216
C -0.342 0.150 0.515
C 1.017 0.409 0.951
O 1.710 1.332 0.076
O 2.716 -0.829 -0.421
H 1.354 0.324 1.979
H 1.222 -0.001 -2.290
H -0.457 0.088 -1.815
H 0.434 -1.455 -1.608
H -1.478 -1.011 1.857
H -1.680 -1.483 0.172
H -2.089 0.967 -0.463
H -1.625 1.682 1.087
H -0.682 2.073 -0.354
H -0.189 -1.921 1.047
*
```

***

Arrangement B

The following is a DFT calculation (wB97M-V/def2-TZVPD) of a structure of composition C6H10O2.

Summary:
* orbital gap: 0.326 hartree
* highest occupied orbital energy: -8.06 eV

```
! wB97M-V def2-TZVPD RIJCOSX def2/J DEFGRID3
* xyz 0 1
C -1.216 1.008 -0.261
C 0.036 0.270 -0.681
C 1.366 1.071 -0.943
C 1.335 0.326 0.163
C -0.337 -0.661 1.468
C -0.025 -1.135 0.058
H -1.684 1.200 -1.304
H -1.748 0.249 0.221
H -1.099 1.883 0.258
H 2.324 0.877 -1.555
H 0.961 2.084 -1.023
H 2.015 -0.515 -0.073
H -1.489 0.273 1.539
H -0.239 -1.641 2.356
H 0.952 -1.730 -0.074
H -1.139 -1.897 -1.239
O 0.934 0.322 1.489
O -0.946 -1.984 -0.399
*
```

***

Arrangement C

The following is a DFT calculation (wB97M-V/def2-TZVPD) of a structure of composition C6H10O2.

Summary:
* orbital gap: 0.374 hartree
* highest occupied orbital energy: -9.39 eV

```
! wB97M-V def2-TZVPD RIJCOSX def2/J DEFGRID3
* xyz 0 1
C -2.265 -0.247 -0.003
C -0.764 -0.042 0.031
C 0.234 -0.593 -1.015
C 1.238 -0.120 0.010
C 0.947 1.346 0.093
C 0.210 -0.595 1.080
H -2.802 0.262 -0.868
H -2.508 -1.288 -0.058
H -2.524 0.200 0.958
H 0.202 -0.077 -2.004
H 0.040 -1.749 -1.083
H 2.948 0.100 -0.716
H 1.165 1.685 1.170
H 1.450 2.042 -0.582
H 0.002 -1.696 0.991
H 0.306 -0.176 2.074
O 2.616 -0.439 0.024
O -0.496 1.385 -0.102
*
```

***

Name the least stable of them. arrangement B.

***

Arrangement A

The following is a DFT calculation (wB97M-V/def2-TZVPD) of a structure of composition C6H10O2.

Summary:
* orbital gap: 0.341 hartree
* highest occupied orbital energy: -8.33 eV

```
! wB97M-V def2-TZVPD RIJCOSX def2/J DEFGRID3
* xyz 0 1
C -2.059 0.262 -1.269
C -0.966 1.412 0.502
C -0.119 1.289 1.585
C 1.437 0.798 1.665
C 1.736 -0.182 0.927
C 1.172 -1.699 -0.765
H -2.864 1.077 -0.844
H -2.577 -0.995 -1.334
H -2.042 0.182 -2.430
H -1.964 2.082 0.097
H -0.672 1.533 2.480
H 2.160 1.362 2.176
H 2.784 -0.837 0.763
H 0.539 -2.710 -0.972
H 2.320 -1.921 -0.491
H 1.058 -1.235 -1.746
O -0.657 0.549 -0.627
O 0.713 -0.968 0.284
*
```

***

Arrangement B

The following is a DFT calculation (wB97M-V/def2-TZVPD) of a structure of composition C6H10O2.

Summary:
* orbital gap (alpha / beta): 0.232 / 0.278 hartree
* highest occupied orbital energy (alpha / beta): -6.70 / -7.42 eV

```
! wB97M-V def2-TZVPD RIJCOSX def2/J DEFGRID3
* xyz 0 1
C -0.098 -0.386 -1.724
C -1.657 1.003 0.587
C -0.312 -0.905 -0.348
C -0.568 -0.037 0.773
O -0.197 -2.229 -0.217
H -0.408 -2.493 0.691
H -0.838 -0.650 1.642
H 0.388 -1.127 -2.354
H -1.059 -0.068 -2.132
H 0.535 0.500 -1.687
H -1.566 1.530 -0.360
H -2.660 0.569 0.585
H -1.609 1.712 1.414
O 1.913 -0.795 0.624
C 1.327 0.511 0.940
C 1.836 1.654 1.042
H 2.192 -0.905 -0.299
H 2.779 2.115 0.823
*
```

***

Name the least stable of them. arrangement A.

***

Arrangement A

The following is a DFT calculation (wB97M-V/def2-TZVPD) of the ion C5H13N2O with charge -2.

Summary:
* <S²>: 0.7511
* orbital gap (alpha / beta): 0.101 / 0.264 hartree
* highest occupied orbital energy (alpha / beta): 4.08 / -0.41 eV

```
! wB97M-V def2-TZVPD RIJCOSX def2/J DEFGRID3
* xyz -2 2
C -0.274 -0.063 -1.167
N 0.967 0.115 -1.925
C 2.023 -1.010 -1.588
O 1.631 -2.230 -1.856
C -0.201 0.477 0.258
C -1.455 0.165 1.075
C -1.217 -0.452 2.462
N -0.019 1.955 0.134
H -1.148 0.379 -1.657
H -0.497 -1.133 -1.083
H 0.739 -0.221 -2.858
H 2.863 -0.651 -2.243
H 2.306 -0.751 -0.540
H 0.732 0.127 0.709
H -2.173 -0.396 0.464
H -1.983 1.104 1.228
H -1.975 -0.248 3.224
H -0.262 -0.084 2.866
H -1.043 -1.536 2.367
H 0.434 2.128 -0.756
H 0.552 2.324 0.886
*
```

***

Arrangement B

The following is a DFT calculation (wB97M-V/def2-TZVPD) of a cluster of 2 separate species, C5H13N2O in total.

Summary:
* <S²>: 0.7506
* orbital gap (alpha / beta): 0.075 / 0.241 hartree
* highest occupied orbital energy (alpha / beta): 4.32 / -0.21 eV

```
! wB97M-V def2-TZVPD RIJCOSX def2/J DEFGRID3
* xyz -2 2
C -2.527 -1.482 1.298
N -3.113 -0.509 0.388
C -2.158 0.607 0.119
O -0.945 0.327 -0.317
H -1.618 -1.967 0.927
H -3.191 -2.270 1.648
H -2.253 -0.884 2.170
H -3.278 -0.950 -0.493
H -2.155 1.144 1.101
H -2.708 1.288 -0.579
C 1.823 -0.893 0.235
C 2.383 0.315 -0.502
C 3.624 0.847 -0.228
N 1.423 0.980 -1.231
H 1.518 -1.635 -0.520
H 0.931 -0.578 0.795
H 2.641 -1.299 0.849
H 3.906 1.777 -0.676
H 4.264 0.432 0.560
H 0.413 0.820 -0.964
H 1.688 1.857 -1.620
*
```

***

Name the least stable of them. arrangement B.

***

Arrangement A

The following is a DFT calculation (wB97M-V/def2-TZVPD) of an isolated molecule of CH2FNO.

Summary:
* orbital gap (alpha / beta): 0.353 / 0.317 hartree
* highest occupied orbital energy (alpha / beta): -9.60 / -8.72 eV

```
! wB97M-V def2-TZVPD RIJCOSX def2/J DEFGRID3
* xyz 0 1
C -0.226 0.165 0.006
N -1.560 1.932 0.812
O -1.353 0.717 0.334
F -2.959 2.022 0.774
H -0.419 -0.820 -0.126
H 0.755 0.475 0.094
*
```

***

Arrangement B

The following is a DFT calculation (wB97M-V/def2-TZVPD) of a cluster of 2 separate species, CH2FNO in total.

Summary:
* orbital gap (alpha / beta): 0.353 / 0.353 hartree
* highest occupied orbital energy (alpha / beta): -9.55 / -9.50 eV

```
! wB97M-V def2-TZVPD RIJCOSX def2/J DEFGRID3
* xyz 0 1
C -0.039 -0.182 -0.468
N -1.554 -2.664 -1.393
O -1.011 -0.492 -1.051
F -1.720 -2.393 -2.658
H 0.476 0.822 -0.350
H 0.729 -0.946 0.037
*
```

***

Name the least stable of them. arrangement B.

***

Arrangement A

The following is a DFT calculation (wB97M-V/def2-TZVPD) of an isolated molecule of CH3OPS.

Summary:
* orbital gap: 0.385 hartree
* highest occupied orbital energy: -9.85 eV

```
! wB97M-V def2-TZVPD RIJCOSX def2/J DEFGRID3
* xyz 0 1
O -0.280 2.018 -1.023
P -0.059 0.912 -0.064
C 0.191 -0.895 -0.073
S -1.506 -0.404 0.574
H 0.740 1.087 0.996
H 0.017 -1.498 -0.988
H 0.897 -1.219 0.578
*
```

***

Arrangement B

The following is a DFT calculation (wB97M-V/def2-TZVPD) of a cluster of 2 separate species, CH3OPS in total.

Summary:
* orbital gap (alpha / beta): 0.222 / 0.222 hartree
* highest occupied orbital energy (alpha / beta): -7.03 / -7.03 eV

```
! wB97M-V def2-TZVPD RIJCOSX def2/J DEFGRID3
* xyz 0 1
C 1.563 0.807 0.126
O -1.484 -1.245 -0.334
P -1.420 0.144 0.529
S 2.519 -0.434 0.038
H 1.817 1.849 0.079
H -1.216 -2.024 0.157
H -1.779 0.904 -0.595
*
```

***

Arrangement C

The following is a DFT calculation (wB97M-V/def2-TZVPD) of a cluster of 2 separate species, CH3OPS in total.

Summary:
* orbital gap (alpha / beta): 0.265 / 0.263 hartree
* highest occupied orbital energy (alpha / beta): -9.28 / -9.26 eV

```
! wB97M-V def2-TZVPD RIJCOSX def2/J DEFGRID3
* xyz 0 1
C 1.482 -0.051 0.562
P 0.218 -0.811 -0.271
H 1.897 -0.216 1.469
H 1.900 0.816 0.054
H 0.270 -0.166 -1.574
O -2.150 0.353 -0.325
S -3.617 0.075 0.086
*
```

***

Arrangement D

The following is a DFT calculation (wB97M-V/def2-TZVPD) of an isolated molecule of CH3OPS.

Summary:
* orbital gap: 0.315 hartree
* highest occupied orbital energy: -8.77 eV

```
! wB97M-V def2-TZVPD RIJCOSX def2/J DEFGRID3
* xyz 0 1
C 0.767 -0.080 -0.171
O -1.597 -0.196 -0.527
P -0.693 1.094 0.058
S -0.439 -1.455 -0.381
H 1.333 0.083 -1.090
H 1.436 -0.214 0.675
H -0.806 0.768 1.435
*
```

***

Name the least stable of them. arrangement C.

***

Arrangement A

The following is a DFT calculation (wB97M-V/def2-TZVPD) of a cluster of 3 separate species, C7H17N in total.

Summary:
* orbital gap: 0.177 hartree
* highest occupied orbital energy: -7.42 eV

```
! wB97M-V def2-TZVPD RIJCOSX def2/J DEFGRID3
* xyz 0 1
C -0.058 -1.609 0.751
C 0.025 -1.539 -0.782
C 1.185 -2.402 -1.339
C 1.108 -0.832 1.406
N 1.552 0.329 0.670
C 0.975 1.487 0.932
C -0.179 1.773 1.665
C -1.773 2.548 -1.365
H -0.040 -2.664 1.123
H -0.993 -1.161 1.076
H 0.278 -0.458 -1.037
H -0.980 -1.884 -1.247
H 1.215 -2.387 -2.455
H 1.030 -3.486 -1.037
H 2.139 -2.120 -0.987
H 1.991 -1.515 1.507
H 0.757 -0.559 2.465
H -1.052 3.088 -2.016
H 1.533 2.405 0.581
H -0.862 0.991 2.068
H -1.422 0.010 -0.428
H -0.369 2.803 1.886
H -2.541 2.067 -1.999
H -1.207 1.791 -0.684
H -2.313 3.322 -0.754
*
```

***

Arrangement B

The following is a DFT calculation (wB97M-V/def2-TZVPD) of a cluster of 2 separate species, C7H17N in total.

Summary:
* orbital gap: 0.342 hartree
* highest occupied orbital energy: -8.29 eV

```
! wB97M-V def2-TZVPD RIJCOSX def2/J DEFGRID3
* xyz 0 1
C 0.195 2.240 -0.022
C 0.530 2.099 -1.496
C 0.991 0.677 -1.816
C -0.657 2.489 -2.357
H -0.100 3.265 0.219
H -0.688 1.637 0.216
H 1.000 1.963 0.656
H 1.368 2.768 -1.719
H 1.273 0.565 -2.866
H 0.201 -0.056 -1.634
H 1.870 0.414 -1.225
H -0.960 3.529 -2.213
H -0.492 2.360 -3.428
H -1.532 1.877 -2.112
C 1.518 -2.200 0.982
C 0.429 -1.651 1.513
N -0.706 -2.331 1.966
C -1.966 -1.709 1.597
H 1.577 -3.272 0.824
H 2.352 -1.597 0.661
H 0.335 -0.578 1.641
H -0.686 -3.292 1.671
H -2.816 -2.287 1.957
H -2.064 -0.731 2.072
H -2.083 -1.574 0.514
*
```

***

Arrangement C

The following is a DFT calculation (wB97M-V/def2-TZVPD) of an isolated molecule of C7H17N.

Summary:
* orbital gap: 0.351 hartree
* highest occupied orbital energy: -8.46 eV

```
! wB97M-V def2-TZVPD RIJCOSX def2/J DEFGRID3
* xyz 0 1
C 1.599 -1.672 -1.349
C 0.234 -1.548 -0.596
C -0.023 -2.789 0.267
C 0.307 -0.384 0.394
N -1.027 0.185 0.619
C -1.038 1.747 0.403
C -0.162 2.444 1.552
C -0.790 2.104 -1.042
H 2.484 -1.393 -0.690
H 1.653 -2.708 -1.660
H 1.839 -1.037 -2.300
H -0.460 -1.291 -1.406
H -0.776 -2.502 1.043
H -0.618 -3.589 -0.326
H 0.859 -3.227 0.560
H 1.006 0.476 0.038
H 0.812 -0.775 1.287
H -1.530 -0.035 1.447
H -2.034 1.829 0.855
H 0.496 1.668 2.002
H -0.798 2.879 2.334
H 0.371 3.237 1.119
H -0.331 1.337 -1.689
H -1.760 2.035 -1.541
H -0.313 3.009 -1.319
*
```

***

Name the least stable of them. arrangement A.